Computed, not measured: a molecular structure, C25H34O4PPdSe2Si, with ωB97M-V/def2-TZVPD.

```
68
Properties=species:S:1:pos:R:3
Pd -0.68 -0.60 0.43
C -1.82 -3.43 -1.12
Se -1.85 -1.53 -1.50
C -0.35 -1.42 -2.74
C 0.92 -2.07 -2.24
Se 1.24 -1.84 -0.32
C 2.64 -0.51 -0.38
H -2.03 -3.97 -2.03
H -2.60 -3.62 -0.39
H -0.86 -3.74 -0.69
H -0.23 -0.34 -2.89
H -0.68 -1.86 -3.68
H 1.78 -1.63 -2.75
H 0.93 -3.14 -2.42
H 2.37 0.28 -1.07
H 3.56 -1.02 -0.68
H 2.72 -0.13 0.64
C -2.34 3.79 0.64
O -1.32 3.32 -0.26
P -1.07 1.78 -0.60
O 0.40 1.89 -1.26
C 1.43 2.59 -0.55
O -1.86 1.53 -2.00
C -3.29 1.58 -1.93
H -2.68 4.75 0.26
H -1.91 3.92 1.63
H -3.18 3.10 0.70
H 2.33 2.52 -1.16
H 1.61 2.13 0.43
H 1.16 3.63 -0.42
H -3.67 1.13 -2.84
H -3.63 2.61 -1.87
H -3.67 1.02 -1.07
O 0.53 -0.05 1.93
Si -0.37 -0.43 3.25
C -2.15 -0.05 2.74
C -2.89 -1.04 2.07
C -4.16 -0.77 1.56
C -4.73 0.47 1.76
C -4.03 1.45 2.46
C -2.75 1.20 2.92
C 0.22 0.52 4.73
C -0.64 0.85 5.79
C -0.16 1.51 6.91
C 1.19 1.85 7.00
C 2.05 1.53 5.96
C 1.57 0.87 4.83
C -0.40 -2.27 3.63
C -1.22 -2.68 4.68
C -1.36 -4.02 5.01
C -0.67 -4.99 4.28
C 0.16 -4.60 3.24
C 0.29 -3.25 2.92
H -2.48 -2.05 2.00
H -4.71 -1.55 1.05
H -5.73 0.67 1.41
H -4.49 2.41 2.65
H -2.20 1.98 3.45
H -1.69 0.60 5.73
H -0.83 1.76 7.72
H 1.56 2.36 7.87
H 3.10 1.79 6.02
H 2.25 0.63 4.03
H -1.76 -1.95 5.27
H -2.00 -4.32 5.83
H -0.77 -6.04 4.53
H 0.72 -5.34 2.69
H 0.97 -2.97 2.13
```

Computed properties:
Energy above the lowest of the compared OMol25 structures with the same formula, charge and spin, kcal/mol: 0.0
Net charge: +1
Frontier orbital gap, eV: 7.1
HOMO, eV: -11.2
E_LUMO, eV: -4.05

The net atomic charges from natural (NBO), expressed in e, are: Pd 0.57; C -0.80; Se 0.54; C -0.58; C -0.59; Se 0.53; C -0.78; H 0.24; H 0.25; H 0.23; H 0.26; H 0.25; H 0.25; H 0.24; H 0.24; H 0.24; H 0.27; C -0.25; O -0.83; P 1.71; O -0.84; C -0.27; O -0.83; C -0.28; H 0.21; H 0.19; H 0.19; H 0.20; H 0.20; H 0.21; H 0.21; H 0.20; H 0.19; O -1.16; Si 1.90; C -0.50; C -0.26; C -0.21; C -0.23; C -0.15; C -0.22; C -0.46; C -0.21; C -0.21; C -0.20; C -0.20; C -0.21; C -0.45; C -0.22; C -0.20; C -0.20; C -0.22; C -0.23; H 0.23; H 0.22; H 0.23; H 0.21; H 0.22; H 0.21; H 0.22; H 0.22; H 0.22; H 0.21; H 0.21; H 0.22; H 0.22; H 0.21; H 0.20

Computed, not measured: a molecular structure, C25H35As2AuGe2, with ωB97M-V/def2-TZVPD.

```
65
Properties=species:S:1:pos:R:3
Au -0.53 -0.44 1.13
C 3.64 -0.60 1.78
As 1.84 -1.30 1.73
C 1.64 -1.94 3.56
C 2.02 -3.01 0.82
C 3.24 -3.69 0.88
C 3.37 -4.96 0.34
C 2.28 -5.57 -0.26
C 1.07 -4.91 -0.34
C 0.93 -3.62 0.19
As -0.75 -2.66 -0.12
C -2.07 -4.06 -0.30
C -0.46 -2.15 -1.97
H 4.27 -1.23 2.41
H 3.61 0.40 2.20
H 4.05 -0.55 0.77
H 2.43 -2.65 3.80
H 0.67 -2.43 3.67
H 1.69 -1.09 4.24
H 4.09 -3.23 1.36
H 4.32 -5.47 0.40
H 2.38 -6.57 -0.67
H 0.23 -5.40 -0.82
H -1.94 -4.57 -1.24
H -3.06 -3.59 -0.27
H -1.99 -4.76 0.53
H -0.03 -2.99 -2.51
H 0.23 -1.30 -2.01
H -1.41 -1.85 -2.42
C -3.61 0.17 -1.75
Ge -3.22 1.75 -0.69
C -4.24 1.65 0.96
C -3.62 3.35 -1.71
Ge -0.87 1.74 -0.05
C -0.37 3.14 1.20
C 0.89 3.19 1.80
C 1.21 4.21 2.68
C 0.28 5.19 2.98
C -0.99 5.14 2.41
C -1.31 4.12 1.53
C 0.39 1.52 -1.51
C 1.76 1.32 -1.31
C 2.61 1.14 -2.39
C 2.11 1.17 -3.69
C 0.75 1.37 -3.90
C -0.10 1.54 -2.82
H -4.67 0.18 -2.00
H -3.41 -0.73 -1.17
H -3.03 0.14 -2.68
H -5.31 1.59 0.73
H -4.08 2.51 1.61
H -3.95 0.75 1.51
H -4.67 3.32 -2.01
H -3.00 3.41 -2.60
H -3.46 4.25 -1.12
H 1.63 2.43 1.57
H 2.20 4.25 3.13
H 0.53 5.99 3.67
H -1.72 5.91 2.65
H -2.30 4.10 1.10
H 2.17 1.30 -0.31
H 3.67 1.00 -2.23
H 2.77 1.03 -4.53
H 0.36 1.39 -4.91
H -1.16 1.68 -3.01
```

Computed properties:
Net charge: +1
Frontier orbital gap (spin up / spin down), eV: 7.6 / 5.8
HOMO (spin up / spin down), eV: -10.3 / -10.8
<S²>: 0.757
Spin multiplicity: 2
E_LUMO (spin up / spin down), eV: -2.70 / -4.96

The net atomic charges from natural (NBO), expressed in e, are: Au 0.48; C -0.94; As 0.86; C -0.93; C -0.35; C -0.20; C -0.18; C -0.20; C -0.16; C -0.35; As 0.86; C -0.94; C -0.93; H 0.24; H 0.25; H 0.25; H 0.23; H 0.24; H 0.24; H 0.22; H 0.23; H 0.23; H 0.21; H 0.24; H 0.25; H 0.25; H 0.24; H 0.25; H 0.24; C -1.07; Ge 1.22; C -1.07; C -1.07; Ge 0.79; C -0.48; C -0.14; C -0.22; C -0.19; C -0.19; C -0.21; C -0.48; C -0.22; C -0.20; C -0.19; C -0.22; C -0.15; H 0.24; H 0.22; H 0.23; H 0.24; H 0.24; H 0.23; H 0.24; H 0.24; H 0.24; H 0.19; H 0.22; H 0.22; H 0.22; H 0.21; H 0.20; H 0.22; H 0.23; H 0.23; H 0.20

Computed, not measured: 5 unconnected molecules or ions with the total composition C25H35BO14 in a non-equilibrium geometry, with ωB97M-V/def2-TZVPD.

```
75
Properties=species:S:1:pos:R:3
C 0.67 0.25 -0.09
C -0.22 0.79 -1.36
B 0.80 0.94 -2.69
O 0.44 0.30 -3.99
C 2.22 1.79 -2.48
C 3.48 1.44 -3.20
O 3.51 0.32 -4.19
C 4.82 2.36 -2.83
O 5.78 2.63 -3.73
C 4.93 2.90 -1.25
C 3.65 3.24 -0.51
C 3.61 3.75 1.06
O 2.55 4.80 1.22
O 1.43 4.25 1.66
C 2.26 3.05 -1.41
O 1.21 3.88 -1.36
H 0.58 1.02 0.78
H 0.23 -0.79 0.25
H 1.81 0.07 -0.32
H -0.99 -0.04 -1.68
H -0.72 1.82 -1.07
H 0.92 -0.60 -3.99
H 3.25 0.79 -5.06
H 5.98 2.99 -0.73
H 4.63 4.29 1.29
H 3.41 2.90 1.84
H 0.69 4.63 1.09
O -3.11 3.22 4.62
C -2.02 3.77 4.65
C -1.74 5.11 5.25
C -0.39 5.45 4.66
C 0.22 4.09 4.45
O -0.87 3.22 4.16
H -1.69 5.01 6.34
H -2.50 5.84 4.96
H 0.21 6.11 5.29
H -0.53 5.95 3.69
H 0.73 3.73 5.35
H 0.93 4.09 3.61
O 3.26 -2.31 -1.67
C 4.46 -2.51 -1.74
C 5.46 -1.58 -2.35
C 6.66 -2.47 -2.53
C 6.50 -3.47 -1.42
O 5.09 -3.62 -1.25
H 5.66 -0.76 -1.65
H 5.10 -1.18 -3.31
H 7.61 -1.93 -2.49
H 6.60 -2.98 -3.50
H 6.93 -3.12 -0.47
H 6.94 -4.44 -1.67
O -2.01 -1.85 0.30
C -3.07 -1.41 -0.12
C -4.35 -1.31 0.66
C -5.36 -1.08 -0.43
C -4.56 -0.36 -1.49
O -3.24 -0.88 -1.37
H -4.28 -0.46 1.34
H -4.55 -2.24 1.20
H -6.24 -0.51 -0.10
H -5.71 -2.04 -0.82
H -4.52 0.72 -1.32
H -4.95 -0.55 -2.49
O -6.94 -3.59 1.48
C -6.23 -4.44 0.96
C -6.71 -5.72 0.35
C -5.44 -6.52 0.24
C -4.39 -5.45 0.09
O -4.88 -4.33 0.83
H -7.14 -5.50 -0.64
H -7.45 -6.21 0.99
H -5.45 -7.24 -0.58
H -5.28 -7.07 1.18
H -4.26 -5.15 -0.96
H -3.42 -5.77 0.49
```

Computed properties:
SMILES string: CCB(O)C1=C(O)C(=O)C=C(COO)C1=O.O=C1CCCO1.O=C1CCCO1.O=C1CCCO1.O=C1CCCO1
Net charge: 0
Frontier orbital gap, eV: 7.9
HOMO, eV: -9.5
E_LUMO, eV: -1.68

The net atomic charges from Mulliken, expressed in e, are: C -0.57; C -0.14; B 0.37; O -0.57; C 0.63; C -0.26; O -0.52; C 0.33; O -0.57; C -0.72; C 0.68; C -0.41; O -0.33; O -0.27; C 0.30; O -0.62; H 0.09; H 0.21; H 0.17; H 0.02; H 0.24; H 0.34; H 0.36; H 0.28; H 0.29; H 0.27; H 0.29; O -0.60; C 0.48; C -0.35; C -0.49; C 0.05; O -0.32; H 0.25; H 0.29; H 0.36; H 0.22; H 0.26; H -0.04; O -0.53; C 0.43; C 0.27; C -0.64; C -0.44; O -0.38; H 0.10; H -0.03; H 0.35; H 0.28; H 0.24; H 0.34; O -0.61; C 0.58; C -0.22; C -0.36; C -0.46; O -0.35; H 0.37; H 0.07; H 0.35; H 0.10; H 0.28; H 0.33; O -0.59; C 0.48; C -0.42; C -0.48; C -0.47; O -0.27; H 0.24; H 0.28; H 0.32; H 0.27; H 0.25; H 0.32

Computed, not measured: a molecular structure, C25H35BeBrClF3Li3N4O4PS in a non-equilibrium geometry, with ωB97M-V/def2-TZVPD.

```
79
Properties=species:S:1:pos:R:3
C -1.34 6.09 -3.28
C -0.93 5.52 -1.95
C -2.05 4.94 -1.07
N 0.29 5.46 -1.52
C 0.66 4.10 -1.44
N 0.50 3.37 -2.51
C 0.86 2.09 -2.26
C 0.73 1.16 -3.33
C 1.00 -0.16 -3.21
C 1.46 -0.67 -1.94
C 1.67 -2.15 -1.80
C 0.29 -2.88 -2.03
C -0.86 -2.03 -1.58
N -2.15 -2.73 -1.74
C 1.64 0.19 -0.90
C 2.15 -0.33 0.45
C 0.94 -0.71 1.34
C 0.48 0.35 2.32
S 1.82 1.00 3.38
C 1.34 1.60 -1.04
N 1.52 2.40 0.03
C 1.17 3.64 -0.18
P 1.37 4.80 1.23
O 1.48 4.03 2.46
O 2.77 5.61 1.08
O 0.17 5.88 1.31
H -2.37 5.77 -3.48
H -0.74 5.71 -4.11
H -1.39 7.19 -3.29
H -1.79 5.15 -0.03
H -3.04 5.30 -1.36
H -2.05 3.85 -1.22
H 0.38 1.53 -4.29
H 0.87 -0.83 -4.05
H 2.36 -2.52 -2.57
H 2.09 -2.44 -0.84
H 0.18 -3.19 -3.09
H 0.25 -3.82 -1.41
H -0.90 -1.07 -2.19
H -0.75 -1.74 -0.52
H -2.41 -3.12 -0.81
H -2.86 -2.08 -2.06
H 2.73 -1.23 0.28
H 2.82 0.41 0.90
H 0.10 -0.85 0.66
H 1.11 -1.67 1.81
H -0.27 -0.11 2.98
H -0.04 1.14 1.76
H 1.21 1.82 4.28
H 2.78 6.08 0.23
H 0.50 6.68 0.88
Li -2.91 -2.45 0.86
F -1.58 -1.16 1.57
Cl -2.72 0.68 1.61
Li -1.02 0.37 -1.06
F -0.78 -4.24 -0.20
Li -0.74 1.73 4.16
F 2.16 -4.72 -0.35
C 3.32 -5.38 -0.47
C 3.57 -6.12 -1.61
C 4.78 -6.79 -1.72
C 5.71 -6.74 -0.70
C 5.44 -6.00 0.45
C 4.24 -5.31 0.56
H 2.83 -6.15 -2.39
H 4.99 -7.37 -2.62
H 6.65 -7.27 -0.79
H 6.17 -5.96 1.25
H 4.02 -4.72 1.44
C -6.04 0.45 4.73
C -6.40 -0.22 3.39
O -5.33 -0.64 2.80
H -5.40 1.32 4.56
H -6.95 0.80 5.23
H -5.54 -0.24 5.40
H -7.03 0.51 2.84
H -7.24 -1.09 3.69
Be -2.76 2.92 2.60
Br -7.22 -2.76 4.47
```

Computed properties:
Net charge: 0
Frontier orbital gap, eV: 3.3
HOMO, eV: -6.4
E_LUMO, eV: -3.15

The net atomic charges from Mulliken, expressed in e, are: C -1.20; C 0.78; C -0.99; N -0.53; C -0.07; N -0.54; C -0.10; C -0.25; C -0.61; C 0.84; C -0.79; C -1.24; C 1.80; N -0.58; C 0.19; C -1.44; C 0.25; C -1.11; S -0.05; C 0.21; N -0.08; C 0.44; P 0.73; O -0.53; O -0.59; O -0.47; H 0.34; H 0.35; H 0.32; H 0.22; H 0.45; H 0.18; H 0.46; H 0.49; H 0.52; H -0.22; H 0.36; H 0.59; H 0.04; H -0.65; H -0.04; H 0.26; H 0.42; H 0.94; H -1.72; H 0.46; H 0.99; H 0.41; H -0.04; H 0.40; H 0.36; Li 0.82; F -0.79; Cl -0.46; Li 0.76; F -0.81; Li 0.46; F -0.16; C 0.40; C -0.35; C -0.38; C -0.52; C -0.42; C -0.52; H 0.44; H 0.36; H 0.36; H 0.36; H 0.42; C -0.92; C 0.13; O -0.30; H 0.23; H 0.39; H 0.29; H 0.30; H 0.08; Be 0.14; Br -0.27

Computed, not measured: 7 unconnected molecules or ions with the total composition C25H35FO21 in a non-equilibrium geometry, with ωB97M-V/def2-TZVPD.

```
82
Properties=species:S:1:pos:R:3
O 8.23 -7.53 3.18
C 7.05 -7.64 3.19
O 6.31 -7.60 2.11
C 4.97 -7.64 2.48
C 4.97 -7.99 3.94
F 4.60 -9.24 4.16
O 6.34 -7.75 4.24
H 4.51 -6.67 2.30
H 4.47 -8.40 1.89
H 4.28 -7.35 4.48
C 1.17 -2.83 -0.88
C -0.20 -2.17 -0.91
C -0.36 -1.33 -2.09
O -1.43 -1.96 -2.81
C -1.93 -3.03 -2.18
O -2.88 -3.71 -2.52
O -1.29 -3.11 -1.02
H 1.28 -3.55 -0.07
H 1.95 -2.08 -0.72
H 1.43 -3.34 -1.80
H -0.42 -1.61 -0.01
H 0.59 -1.14 -2.60
H -0.54 -0.30 -1.78
C -2.45 0.62 -8.05
C -2.79 2.09 -7.83
C -3.63 2.58 -6.63
O -2.79 3.68 -6.10
C -1.61 3.74 -6.77
O -0.73 4.51 -6.58
O -1.54 2.81 -7.72
H -2.07 0.56 -9.07
H -3.24 -0.10 -7.87
H -1.66 0.32 -7.36
H -3.19 2.41 -8.80
H -3.86 1.78 -5.92
H -4.55 3.02 -6.99
C 0.59 5.77 -1.06
C 0.79 7.26 -1.43
C -0.54 7.79 -1.91
O -0.59 9.00 -1.15
C 0.17 8.94 -0.09
O 0.10 9.74 0.87
O 1.06 7.98 -0.27
H -0.15 5.57 -0.28
H 1.54 5.35 -0.74
H 0.23 5.27 -1.97
H 1.64 7.42 -2.09
H -1.45 7.19 -1.87
H -0.44 8.13 -2.94
C 6.37 1.98 2.89
C 5.33 1.17 3.79
C 4.02 1.08 3.09
O 3.60 -0.25 3.14
C 4.64 -0.98 3.60
O 4.61 -2.23 3.81
O 5.70 -0.19 3.88
H 7.36 1.54 2.97
H 6.43 3.02 3.21
H 6.04 2.05 1.86
H 5.13 1.56 4.79
H 4.04 1.40 2.05
H 3.29 1.68 3.64
O -0.81 -6.47 3.71
C -1.94 -6.08 3.31
O -2.42 -4.80 3.58
C -3.79 -4.67 3.25
C -4.04 -5.95 2.46
O -2.83 -6.71 2.68
H -4.41 -4.76 4.14
H -3.99 -3.72 2.73
H -4.21 -5.68 1.42
H -4.86 -6.49 2.93
O -4.88 5.37 3.18
C -5.27 4.28 2.78
O -4.57 3.50 2.00
C -5.04 2.15 1.95
C -6.27 2.26 2.86
O -6.23 3.58 3.34
H -5.37 1.86 0.95
H -4.29 1.41 2.22
H -6.15 1.49 3.62
H -7.17 2.14 2.25
```

Computed properties:
SMILES string: O=C1OC[C@@H](F)O1.C[C@H]1COC(=O)O1.C[C@H]1COC(=O)O1.C[C@H]1COC(=O)O1.C[C@H]1COC(=O)O1.O=C1OCCO1.O=C1OCCO1
Energy above the lowest of the compared OMol25 structures with the same formula, charge and spin, kcal/mol: 79.8
Net charge: 0
Frontier orbital gap, eV: 10.0
HOMO, eV: -10.5
E_LUMO, eV: -0.54

The net atomic charges from Mulliken, expressed in e, are: O -0.56; C 0.71; O -0.33; C -0.39; C 0.36; F -0.28; O -0.32; H 0.27; H 0.27; H 0.25; C -1.47; C 0.50; C -0.38; O -0.33; C 0.67; O -0.58; O -0.37; H 0.38; H 0.40; H 0.36; H 0.25; H 0.30; H 0.28; C -1.32; C 0.41; C -0.31; O -0.33; C 0.66; O -0.53; O -0.36; H 0.34; H 0.37; H 0.33; H 0.22; H 0.27; H 0.25; C -1.35; C 0.43; C -0.43; O -0.34; C 0.73; O -0.60; O -0.35; H 0.33; H 0.34; H 0.38; H 0.29; H 0.28; H 0.27; C -1.23; C 0.46; C -0.55; O -0.29; C 0.63; O -0.59; O -0.34; H 0.33; H 0.33; H 0.33; H 0.34; H 0.29; H 0.29; O -0.60; C 0.71; O -0.34; C -0.21; C -0.28; O -0.30; H 0.21; H 0.27; H 0.28; H 0.27; O -0.55; C 0.70; O -0.33; C -0.24; C -0.25; O -0.35; H 0.23; H 0.24; H 0.26; H 0.28

Computed, not measured: a gas-phase ion, C25H35N2O3 (charge +1) in a non-equilibrium geometry, with ωB97M-V/def2-TZVPD.

```
65
Properties=species:S:1:pos:R:3
C -5.95 -3.78 -0.61
O -6.13 -2.40 -0.36
C -5.10 -1.56 -0.49
C -3.80 -1.93 -0.84
C -2.81 -0.97 -0.95
C -3.08 0.38 -0.70
C -2.01 1.35 -0.83
C -0.88 1.30 -1.61
N -0.13 2.42 -1.36
C 1.19 2.68 -1.89
C 2.27 1.98 -1.02
O 3.25 2.55 -0.65
O 1.93 0.74 -0.78
C 2.87 -0.11 -0.07
C 3.72 -0.77 -1.16
C 4.68 -1.82 -0.60
C 5.49 -2.45 -1.73
C 3.87 -2.86 0.16
C 3.09 -2.19 1.28
C 2.09 -1.13 0.78
C 1.36 -0.53 2.00
C 0.27 -1.49 2.47
C 0.71 0.83 1.76
C -0.76 3.14 -0.44
N -1.90 2.52 -0.12
C -2.65 3.24 0.89
C -1.60 4.23 1.44
C -0.55 4.39 0.31
C -4.38 0.74 -0.35
C -5.37 -0.20 -0.25
H -6.92 -4.23 -0.45
H -5.23 -4.21 0.09
H -5.62 -3.96 -1.64
H -3.55 -2.96 -1.03
H -1.81 -1.27 -1.21
H -0.57 0.56 -2.32
H 1.26 2.29 -2.90
H 1.39 3.75 -1.89
H 3.50 0.53 0.56
H 3.05 -1.25 -1.87
H 4.27 0.01 -1.69
H 5.37 -1.33 0.09
H 6.18 -3.19 -1.33
H 6.07 -1.70 -2.26
H 4.84 -2.95 -2.44
H 4.53 -3.61 0.58
H 3.19 -3.36 -0.53
H 2.54 -2.95 1.84
H 3.79 -1.71 1.96
H 1.36 -1.60 0.12
H 2.09 -0.41 2.80
H -0.51 -1.59 1.71
H 0.67 -2.48 2.68
H -0.19 -1.12 3.38
H 0.00 0.77 0.94
H 0.17 1.13 2.66
H 1.45 1.60 1.55
H -3.49 3.77 0.42
H -3.03 2.56 1.65
H -1.12 3.81 2.32
H -2.05 5.18 1.72
H -0.77 5.26 -0.32
H 0.46 4.50 0.69
H -4.63 1.78 -0.18
H -6.38 0.07 0.01
```

Computed properties:
SMILES string: COc1ccc(-c2cn(CC(=O)O[C@@H]3C[C@H](C)CC[C@H]3C(C)C)c3[n+]2CCC3)cc1
Energy above the lowest of the compared OMol25 structures with the same formula, charge and spin, kcal/mol: 0.6
Net charge: +1
Frontier orbital gap, eV: 8.9
HOMO, eV: -11.1
E_LUMO, eV: -2.13

The net atomic charges from natural (NBO), expressed in e, are: C -0.26; O -0.47; C 0.34; C -0.32; C -0.09; C -0.18; C 0.22; C -0.06; N -0.28; C -0.32; C 0.79; O -0.56; O -0.52; C 0.10; C -0.41; C -0.22; C -0.60; C -0.40; C -0.39; C -0.23; C -0.20; C -0.61; C -0.60; C 0.46; N -0.30; C -0.21; C -0.39; C -0.46; C -0.16; C -0.24; H 0.22; H 0.18; H 0.18; H 0.23; H 0.21; H 0.25; H 0.25; H 0.25; H 0.21; H 0.20; H 0.22; H 0.20; H 0.22; H 0.21; H 0.20; H 0.22; H 0.20; H 0.22; H 0.20; H 0.20; H 0.20; H 0.20; H 0.22; H 0.21; H 0.18; H 0.21; H 0.20; H 0.22; H 0.24; H 0.23; H 0.24; H 0.25; H 0.26; H 0.21; H 0.24